# 1
Below is the molecule C3H8BNO3 in a non-equilibrium geometry, with properties calculated with ωB97M-V with the def2-TZVPD basis set.

Last columns: bonded neighbours and bond lengths (Å).
Element x y z (Å)
1 C 2.2712 0.1732 0.3948  C2 1.548, H9 1.084, H10 1.085, H11 1.084
2 C 0.9155 0.6181 -0.2050  C1 1.548, B3 1.582, H12 1.087, H13 1.092
3 B -0.1703 -0.5306 -0.2609  C2 1.582, O4 1.361, N5 1.494
4 O -0.2684 -1.4681 -1.2433  B3 1.361, H14 0.964
5 N -1.2014 -0.5792 0.8185  B3 1.494, C6 1.378, H15 1.011
6 C -2.3657 0.0977 0.5284  N5 1.378, O7 1.164, O8 1.358
7 O -3.4030 -0.2944 0.8832  C6 1.164
8 O -2.2853 1.2851 -0.1266  C6 1.358, H16 0.966
9 H 2.1852 -0.5688 1.1808  C1 1.084
10 H 2.7404 1.0486 0.8315  C1 1.085
11 H 2.9370 -0.1428 -0.4005  C1 1.084
12 H 0.5090 1.4115 0.4177  C2 1.087
13 H 1.0262 1.0283 -1.2106  C2 1.092
14 H 0.5933 -1.7058 -1.6052  O4 0.964
15 H -1.4262 -1.5360 1.0542  N5 1.011
16 H -2.0576 1.1634 -1.0570  O8 0.966

Properties
**DFT total energy**: -11551.88155 eV
**Charge**: 0
**Lowest unoccupied orbital energy**: 0.0069 Eh
**Kohn-Sham gap**: 10.39 eV
**M**: 116.91 u
**Relative energy (zero: lowest compared OMol25 entry of this formula, charge and spin)**: 21.2 kcal/mol

The computed Löwdin charges, all in e, follow:
1 C -0.10
2 C -0.15
3 B -0.54
4 O 0.18
5 N 0.22
6 C -0.64
7 O 0.15
8 O 0.11
9 H 0.07
10 H 0.07
11 H 0.07
12 H 0.10
13 H 0.10
14 H 0.11
15 H 0.14
16 H 0.12

# 2
Below is a cluster of 2 separate species, C3H8Br2N2 in total in a non-equilibrium geometry, with properties calculated with ωB97M-V with the def2-TZVPD basis set.

Last columns: bonded neighbours and bond lengths (Å).
Element x y z (Å)
1 C -1.1496 -1.8527 -1.5415  N4 1.279, H8 1.097, H9 1.080
2 C 0.6812 -0.7327 1.2977  N5 1.426, H11 1.022, H12 1.122, H13 1.114
3 C 0.1757 2.5598 0.0800  Br6 1.948, Br7 1.951, H10 1.155, H14 1.137
4 N -0.3043 -1.7409 -0.5880  C1 1.279, N5 1.273, H15 1.085
5 N -0.1724 -0.7156 0.1557  C2 1.426, N4 1.273
6 Br -0.9214 4.1544 0.3001  C3 1.948
7 Br 1.4338 2.6873 -1.4058  C3 1.951
8 H -1.1720 -2.8867 -1.9075  C1 1.097
9 H -1.8532 -1.0803 -1.8146  C1 1.080
10 H -0.3766 1.5808 -0.1838  C3 1.155
11 H 0.0288 -0.8405 2.0764  C2 1.022
12 H 1.5954 -1.3820 1.3187  C2 1.122
13 H 0.9720 0.3259 1.4838  C2 1.114
14 H 0.6927 2.4827 1.0892  C3 1.137
15 H 0.3699 -2.5596 -0.3603  N4 1.085

Properties
**DFT total energy**: -146302.36335 eV
**Charge**: 0
**Lowest unoccupied orbital energy**: 0.0273 Eh
**Kohn-Sham gap**: 8.41 eV
**M**: 231.92 u
**Relative energy (zero: lowest compared OMol25 entry of this formula, charge and spin)**: 33.1 kcal/mol

The computed Löwdin charges, all in e, follow:
1 C -0.03
2 C -0.14
3 C -1.11
4 N -0.17
5 N -0.11
6 Br 0.53
7 Br 0.52
8 H 0.06
9 H 0.07
10 H 0.00
11 H 0.04
12 H 0.09
13 H 0.06
14 H 0.00
15 H 0.20

# 3
Below is a cluster of 2 separate species, C3H8BrFSi in total in a non-equilibrium geometry, with properties calculated with ωB97M-V with the def2-TZVPD basis set.

Last columns: bonded neighbours and bond lengths (Å).
Element x y z (Å)
1 C -0.0529 0.3323 1.6001  Si5 1.978, H7 1.028, H8 1.069, H9 1.045
2 C -0.9275 0.6094 -1.7148  Si5 1.931, H10 1.047, H11 1.014, H12 1.084
3 C 2.4482 -1.2348 -0.8029  Br6 1.914, H13 1.158, H14 1.085
4 F -1.9404 -1.6368 0.0890  Si5 1.689
5 Si -0.7952 -0.4067 -0.0781  C1 1.978, C2 1.931, F4 1.689
6 Br 3.4692 0.0925 0.1236  C3 1.914
7 H -0.8160 0.9053 1.9820  C1 1.028
8 H 0.1757 -0.5329 2.1841  C1 1.069
9 H 0.7686 0.9460 1.3992  C1 1.045
10 H -1.1062 1.6088 -1.4568  C2 1.047
11 H -0.0001 0.5718 -2.1228  C2 1.014
12 H -1.5371 0.2364 -2.5295  C2 1.084
13 H 2.3727 -2.1202 -0.0602  C3 1.158
14 H 2.8734 -1.3975 -1.7879  C3 1.085

Properties
**DFT total energy**: -83876.01272 eV
**Charge**: 0
**Lowest unoccupied orbital energy (spin up / spin down)**: -0.0150 / 0.0057 Eh
**Kohn-Sham gap (spin up / spin down)**: 6.27 / 8.32 eV
**M**: 171.09 u
**Relative energy (zero: lowest compared OMol25 entry of this formula, charge and spin)**: 93.4 kcal/mol

The computed Löwdin charges, all in e, follow:
1 C -0.17
2 C -0.19
3 C -0.59
4 F -0.25
5 Si 0.83
6 Br 0.47
7 H -0.02
8 H 0.02
9 H -0.02
10 H 0.00
11 H -0.04
12 H 0.04
13 H -0.02
14 H -0.05

Question: Which value of DFT total energy does entry 3 give?
Answer: -83876.01272 eV